Entry 1:
The following is a quantum chemistry calculation of the molecule C2H4NP in a non-equilibrium geometry, from the Open Molecules 2025 dataset.

Cartesian coordinates (Å):
C (1.04210, 0.38406, 0.22850)
P (-0.61678, 0.49274, 0.94579)
C (-1.36461, -0.77467, -0.08817)
N (-1.48354, 0.26663, -0.73281)
H (1.88496, 0.09368, 0.78283)
H (1.30292, 1.48023, 0.05640)
H (0.84747, -0.17146, -0.73232)
H (-1.61252, -1.77121, -0.46021)

Forces on atoms 1 to 6 (eV/Å):
C -0.4 2.0 -1.9
P -0.9 -0.6 -0.5
C -0.4 -1.3 -0.1
N 0.1 1.6 0.5
H 0.8 -1.2 1.0
H -0.3 -1.2 -0.5

As for the charge: 0. The calculation puts the energy above the lowest of the compared OMol25 structures with the same formula, charge and spin at 24.6 kcal per mole. The LUMO energy comes out at 1.016 eV. The value obtained for the orbital gap is 10.32 eV. For the total energy, the calculation gives -12915.464 eV.

---

Entry 2:
The following is a quantum chemistry calculation of a cluster of 2 separate species, C18H34ClO12PS2 in total, from the Open Molecules 2025 dataset.

Cartesian coordinates (Å):
C (7.93312, -0.17864, 2.33452)
C (7.55716, -1.11205, 1.17560)
C (6.63107, -0.50604, 0.11041)
C (6.95716, 0.92672, -0.32958)
C (5.79282, 1.61224, -1.06253)
C (4.93741, 2.50932, -0.16234)
C (4.26853, 1.80225, 1.01811)
C (3.16731, 0.80825, 0.61078)
C (1.75448, 1.32225, 0.88304)
C (0.68493, 0.23460, 0.78170)
C (-0.66231, 0.63482, 1.39663)
C (-1.57455, 1.34843, 0.38176)
C (-3.08941, 1.26875, 0.59956)
S (-3.88967, 2.37570, -0.67023)
C (-3.69068, 1.51481, -2.21131)
O (-5.28063, 2.49327, -0.32523)
O (-3.06593, 3.54470, -0.72303)
O (-3.40056, 1.94842, 1.81951)
S (-3.62210, 0.98966, 3.06600)
O (-2.47619, 0.98723, 3.88619)
O (-4.90536, 1.22008, 3.60197)
O (-3.60489, -0.37320, 2.20795)
C (-3.71549, -0.17460, 0.79399)
Cl (-2.75087, -1.39683, -0.04796)
P (-5.51181, -0.67330, 0.39145)
O (-5.63359, -2.12194, 0.38628)
O (-5.88628, 0.04178, -0.95956)
O (-6.35080, 0.11073, 1.47610)
H (8.01704, -0.72760, 3.27317)
H (7.17883, 0.59810, 2.48308)
H (8.87953, 0.33601, 2.16092)
H (8.46268, -1.49161, 0.69411)
H (7.05792, -1.99094, 1.59204)
H (5.59150, -0.57586, 0.44479)
H (6.69550, -1.13445, -0.78458)
H (7.81821, 0.88448, -1.00287)
H (7.24210, 1.53929, 0.53045)
H (5.16933, 0.84948, -1.54207)
H (6.19437, 2.24205, -1.86078)
H (5.57528, 3.31407, 0.21916)
H (4.16041, 2.99019, -0.76864)
H (5.02660, 1.28988, 1.61623)
H (3.83666, 2.55950, 1.67997)
H (3.29909, -0.14112, 1.14135)
H (3.26009, 0.56679, -0.45351)
H (1.71461, 1.77402, 1.87964)
H (1.52435, 2.11494, 0.15980)
H (1.05055, -0.66400, 1.28734)
H (0.54251, -0.03602, -0.27106)
H (-0.48327, 1.32312, 2.22460)
H (-1.13562, -0.24465, 1.82377)
H (-1.35847, 2.41546, 0.40685)
H (-1.34950, 1.00592, -0.63064)
H (-2.88082, 0.79189, -2.14173)
H (-3.41829, 2.30093, -2.91547)
H (-4.62158, 1.03610, -2.49177)
H (-6.31528, 0.90821, -0.84282)
H (-6.79430, -0.51705, 2.07225)
O (-4.29570, -5.85994, -4.49107)
C (-5.07430, -5.23712, -3.84636)
O (-5.23628, -5.34252, -2.50919)
C (-6.08744, -4.27821, -2.06310)
C (-6.85481, -3.93984, -3.32835)
O (-5.92913, -4.31337, -4.35277)
H (-6.70761, -4.62647, -1.24269)
H (-5.46891, -3.45313, -1.71175)
H (-7.76058, -4.53844, -3.44066)
H (-7.09814, -2.88549, -3.42737)

Forces on atoms 1 to 6 (eV/Å):
C -0.1 0.1 0.0
C 0.0 -0.1 0.1
C 0.1 0.0 -0.1
C -0.1 -0.1 -0.1
C 0.1 0.1 0.1
C -0.1 0.0 0.0

As for the charge: 0. The LUMO energy comes out at 0.045 eV. The value obtained for the orbital gap is 10.84 eV. For the total energy, the calculation gives -87270.443 eV.